[1]
{
  "formula": "C21H23N3O2PtS",
  "method": "ωB97M-V with the def2-TZVPD basis set",
  "homo_energy_ev": [-13.15, -15.21],
  "de_lowest_ev": 1.095,
  "charge": 2,
  "orbital_gap_ev": [6.035, 4.851],
  "spin_multiplicity": 5,
  "elements": ["Pt", "C", "C", "C", "C", "C", "C", "C", "C", "S", "C", "N", "C", "C", "C", "C", "C", "C", "C", "C", "H", "H", "H", "H", "H", "H", "H", "H", "H", "H", "H", "H", "H", "H", "H", "H", "C", "C", "N", "O", "C", "C", "N", "O", "H", "H", "H", "H", "H", "H", "H"],
  "coordinates": [[10.129, 11.929, 4.168], [15.762, 7.193, 3.573], [14.434, 7.813, 4.015], [14.372, 7.293, 5.491], [13.147, 7.224, 3.327], [14.491, 9.331, 3.942], [15.731, 10.067, 3.868], [15.714, 11.461, 3.925], [14.495, 12.126, 4.130], [14.252, 13.868, 4.206], [12.540, 13.578, 4.127], [12.177, 12.283, 4.204], [13.287, 11.404, 4.155], [13.270, 10.001, 4.087], [11.418, 14.554, 4.047], [11.671, 15.900, 3.855], [10.650, 16.775, 4.093], [9.415, 16.247, 4.428], [9.146, 14.873, 4.539], [10.145, 13.965, 4.225], [15.696, 6.086, 3.744], [16.649, 7.505, 4.223], [15.956, 7.374, 2.488], [14.543, 6.234, 5.448], [13.419, 7.545, 5.979], [15.206, 7.802, 6.037], [13.192, 6.182, 3.080], [12.925, 7.688, 2.324], [12.217, 7.413, 3.925], [16.627, 9.511, 3.791], [16.606, 12.101, 4.026], [12.307, 9.510, 4.070], [12.716, 16.232, 3.556], [10.774, 17.865, 4.097], [8.552, 16.829, 4.695], [8.134, 14.570, 4.876], [5.901, 11.081, 3.526], [7.305, 10.959, 3.993], [8.132, 11.973, 3.810], [7.643, 13.057, 3.088], [8.088, 9.801, 4.343], [7.534, 8.489, 4.542], [9.424, 10.052, 4.451], [10.234, 9.113, 4.739], [5.427, 10.137, 3.575], [5.853, 11.416, 2.461], [5.399, 11.843, 4.060], [8.338, 13.766, 3.298], [6.684, 8.592, 5.237], [8.250, 7.741, 4.992], [7.106, 8.063, 3.614]],
  "lowdin_charge": [1.256, -0.070, -0.522, -0.024, -0.029, -0.071, 0.096, -0.010, -0.376, 1.219, -0.441, -0.088, -0.197, 0.065, -0.223, -0.013, -0.023, 0.004, -0.101, -0.218, 0.107, 0.111, 0.110, 0.087, 0.094, 0.109, 0.085, 0.107, 0.075, 0.112, 0.140, 0.079, 0.149, 0.140, 0.130, 0.138, 0.027, -0.234, -0.150, -0.007, -0.231, -0.004, -0.213, 0.083, 0.079, 0.125, 0.090, 0.067, 0.119, 0.117, 0.123]
}

[2]
{
  "formula": "C21H23NO",
  "method": "ωB97M-V with the def2-TZVPD basis set",
  "homo_energy_ev": -9.10,
  "de_lowest_ev": 0.825,
  "orbital_gap_ev": 9.852,
  "smiles": "C=CCC(CC=C)(NC(=O)c1ccccc1C)c1ccccc1",
  "spin_multiplicity": 1,
  "elements": ["C", "C", "C", "H", "H", "C", "N", "C", "O", "C", "C", "C", "C", "C", "C", "C", "H", "H", "H", "H", "H", "H", "H", "H", "C", "C", "C", "C", "C", "C", "H", "H", "H", "H", "H", "C", "C", "C", "H", "H", "H", "H", "H", "H", "H", "H"],
  "coordinates": [[-0.337, -0.173, 2.622], [-0.672, 1.049, 2.253], [-1.048, 1.542, 0.891], [-0.343, 2.337, 0.625], [-2.035, 2.010, 0.931], [-1.017, 0.523, -0.259], [0.347, 0.011, -0.400], [1.456, 0.766, -0.558], [1.454, 1.971, -0.726], [2.709, -0.056, -0.522], [2.895, -1.060, -1.463], [4.055, -1.814, -1.465], [5.030, -1.568, -0.514], [4.843, -0.571, 0.428], [3.690, 0.201, 0.439], [3.480, 1.268, 1.467], [4.362, 1.385, 2.091], [2.629, 1.018, 2.102], [3.257, 2.215, 0.980], [5.609, -0.386, 1.168], [5.938, -2.152, -0.507], [4.196, -2.589, -2.204], [2.133, -1.238, -2.210], [0.483, -0.969, -0.208], [-1.956, -0.654, -0.089], [-3.010, -0.648, 0.816], [-3.868, -1.730, 0.909], [-3.694, -2.836, 0.096], [-2.656, -2.849, -0.819], [-1.801, -1.767, -0.913], [-1.007, -1.788, -1.647], [-2.514, -3.702, -1.467], [-4.364, -3.680, 0.171], [-4.679, -1.706, 1.622], [-3.168, 0.199, 1.463], [-1.398, 1.259, -1.573], [-2.796, 1.786, -1.548], [-3.105, 3.067, -1.635], [-4.125, 3.411, -1.624], [-2.345, 3.825, -1.730], [-3.574, 1.039, -1.454], [-1.298, 0.550, -2.399], [-0.689, 2.073, -1.728], [-0.670, 1.838, 2.997], [-0.072, -0.393, 3.643], [-0.325, -1.012, 1.948]],
  "lowdin_charge": [0.013, -0.159, -0.133, 0.121, 0.117, -0.387, 0.143, -0.439, 0.074, -0.106, -0.034, -0.085, -0.082, -0.041, -0.210, -0.027, 0.078, 0.080, 0.082, 0.109, 0.102, 0.101, 0.114, 0.133, -0.187, -0.035, -0.068, -0.088, -0.075, -0.038, 0.113, 0.103, 0.101, 0.105, 0.113, -0.121, -0.178, 0.016, 0.052, 0.062, 0.106, 0.126, 0.113, 0.102, 0.056, 0.056]
}

[3]
{
  "formula": "C21H23NO4",
  "method": "ωB97M-V with the def2-TZVPD basis set",
  "homo_energy_ev": -8.53,
  "de_lowest_ev": 2.257,
  "orbital_gap_ev": 8.999,
  "smiles": "COc1ccc(C(=O)C2CCN(C(=O)c3ccc(OC)cc3)CC2)cc1",
  "spin_multiplicity": 1,
  "elements": ["C", "H", "O", "C", "C", "C", "C", "C", "C", "H", "H", "C", "O", "C", "C", "H", "H", "C", "N", "C", "O", "C", "C", "C", "C", "C", "C", "H", "H", "O", "C", "H", "H", "H", "H", "H", "C", "C", "H", "H", "H", "H", "H", "H", "H", "H", "H", "H", "H"],
  "coordinates": [[-8.153, -1.054, -0.155], [-9.205, -0.987, 0.117], [-7.540, 0.078, 0.417], [-6.210, 0.261, 0.246], [-5.370, -0.589, -0.471], [-4.021, -0.308, -0.579], [-3.471, 0.823, 0.019], [-4.327, 1.676, 0.727], [-5.667, 1.404, 0.844], [-6.328, 2.056, 1.393], [-3.903, 2.557, 1.184], [-2.042, 1.196, -0.047], [-1.661, 2.295, 0.297], [-1.057, 0.134, -0.517], [-0.927, -0.952, 0.562], [-0.598, -0.489, 1.495], [-1.888, -1.435, 0.744], [0.102, -1.995, 0.129], [1.374, -1.358, -0.129], [2.465, -1.709, 0.592], [2.441, -2.622, 1.399], [3.712, -0.919, 0.346], [4.829, -1.542, -0.201], [6.005, -0.845, -0.371], [6.099, 0.491, 0.025], [4.992, 1.111, 0.593], [3.810, 0.405, 0.749], [2.960, 0.895, 1.202], [5.034, 2.137, 0.922], [7.304, 1.087, -0.186], [7.475, 2.425, 0.216], [6.795, 3.096, -0.320], [7.328, 2.543, 1.294], [8.503, 2.680, -0.037], [6.875, -1.314, -0.801], [4.767, -2.580, -0.494], [1.320, -0.347, -1.157], [0.321, 0.745, -0.776], [0.656, 1.258, 0.126], [0.257, 1.485, -1.575], [0.998, -0.823, -2.094], [2.313, 0.075, -1.311], [-0.239, -2.504, -0.781], [0.261, -2.736, 0.915], [-1.424, -0.319, -1.443], [-3.409, -0.984, -1.156], [-5.759, -1.472, -0.954], [-8.062, -1.052, -1.246], [-7.735, -1.982, 0.245]],
  "lowdin_charge": [-0.083, 0.094, -0.074, -0.271, -0.010, -0.024, -0.153, -0.001, 0.012, 0.120, 0.120, -0.328, 0.098, -0.255, -0.110, 0.138, 0.114, -0.127, -0.046, -0.421, 0.070, -0.165, -0.009, 0.007, -0.274, -0.010, -0.028, 0.120, 0.104, -0.083, -0.090, 0.095, 0.096, 0.093, 0.119, 0.123, -0.139, -0.123, 0.117, 0.127, 0.132, 0.119, 0.133, 0.123, 0.142, 0.111, 0.104, 0.096, 0.097]
}

[4]
{
  "formula": "C21H23NO5",
  "method": "ωB97M-V with the def2-TZVPD basis set",
  "homo_energy_ev": -8.10,
  "de_lowest_ev": 1.150,
  "orbital_gap_ev": 8.623,
  "smiles": "COc1ccccc1NC(=O)CCCC(=O)O[C@H](C)C(=O)c1ccccc1",
  "spin_multiplicity": 1,
  "elements": ["C", "O", "C", "C", "C", "C", "C", "C", "N", "C", "O", "C", "H", "C", "H", "H", "C", "C", "O", "O", "C", "C", "H", "H", "H", "C", "O", "C", "C", "C", "C", "C", "C", "H", "H", "H", "H", "H", "H", "H", "H", "H", "H", "H", "H", "H", "H", "H", "H", "H"],
  "coordinates": [[-5.214, -0.554, 0.600], [-4.003, -0.262, -0.052], [-2.994, -1.190, 0.004], [-3.103, -2.445, 0.577], [-2.022, -3.315, 0.558], [-0.834, -2.938, -0.033], [-0.709, -1.682, -0.606], [-1.775, -0.799, -0.588], [-1.738, 0.479, -1.150], [-0.654, 1.201, -1.530], [0.487, 0.784, -1.518], [-0.999, 2.597, -2.035], [-2.052, 2.826, -1.862], [-0.110, 3.659, -1.386], [0.934, 3.354, -1.485], [-0.246, 4.611, -1.903], [-0.435, 3.848, 0.102], [-0.079, 2.582, 0.850], [-0.877, 1.797, 1.298], [1.238, 2.454, 0.921], [1.783, 1.199, 1.326], [2.591, 1.395, 2.608], [3.080, 0.469, 2.897], [3.349, 2.156, 2.436], [1.936, 1.722, 3.412], [2.712, 0.744, 0.188], [3.336, 1.552, -0.453], [2.817, -0.713, -0.053], [2.477, -1.682, 0.889], [2.629, -3.023, 0.589], [3.094, -3.415, -0.656], [3.422, -2.459, -1.604], [3.296, -1.117, -1.299], [3.548, -0.355, -2.020], [3.780, -2.762, -2.576], [3.198, -4.465, -0.888], [2.379, -3.768, 1.331], [2.106, -1.401, 1.863], [0.956, 0.495, 1.469], [0.165, 4.668, 0.499], [-1.494, 4.064, 0.245], [-0.816, 2.598, -3.113], [-2.626, 0.956, -1.072], [0.218, -1.379, -1.063], [0.006, -3.615, -0.057], [-2.123, -4.291, 1.008], [-4.024, -2.760, 1.041], [-5.060, -0.731, 1.669], [-5.840, 0.328, 0.468], [-5.712, -1.420, 0.153]],
  "lowdin_charge": [-0.081, -0.096, -0.205, -0.027, -0.089, -0.084, 0.002, -0.139, 0.154, -0.456, 0.090, -0.086, 0.116, -0.167, 0.119, 0.115, -0.074, -0.501, 0.118, 0.042, -0.273, 0.004, 0.081, 0.094, 0.090, -0.323, 0.130, -0.155, -0.031, -0.096, -0.082, -0.067, -0.011, 0.122, 0.104, 0.104, 0.106, 0.111, 0.142, 0.126, 0.125, 0.128, 0.138, 0.099, 0.089, 0.101, 0.102, 0.099, 0.094, 0.096]
}

Please write out number 1 again, unchanged.
{
  "formula": "C21H23N3O2PtS",
  "method": "ωB97M-V with the def2-TZVPD basis set",
  "homo_energy_ev": [-13.15, -15.21],
  "de_lowest_ev": 1.095,
  "charge": 2,
  "orbital_gap_ev": [6.035, 4.851],
  "spin_multiplicity": 5,
  "elements": ["Pt", "C", "C", "C", "C", "C", "C", "C", "C", "S", "C", "N", "C", "C", "C", "C", "C", "C", "C", "C", "H", "H", "H", "H", "H", "H", "H", "H", "H", "H", "H", "H", "H", "H", "H", "H", "C", "C", "N", "O", "C", "C", "N", "O", "H", "H", "H", "H", "H", "H", "H"],
  "coordinates": [[10.129, 11.929, 4.168], [15.762, 7.193, 3.573], [14.434, 7.813, 4.015], [14.372, 7.293, 5.491], [13.147, 7.224, 3.327], [14.491, 9.331, 3.942], [15.731, 10.067, 3.868], [15.714, 11.461, 3.925], [14.495, 12.126, 4.130], [14.252, 13.868, 4.206], [12.540, 13.578, 4.127], [12.177, 12.283, 4.204], [13.287, 11.404, 4.155], [13.270, 10.001, 4.087], [11.418, 14.554, 4.047], [11.671, 15.900, 3.855], [10.650, 16.775, 4.093], [9.415, 16.247, 4.428], [9.146, 14.873, 4.539], [10.145, 13.965, 4.225], [15.696, 6.086, 3.744], [16.649, 7.505, 4.223], [15.956, 7.374, 2.488], [14.543, 6.234, 5.448], [13.419, 7.545, 5.979], [15.206, 7.802, 6.037], [13.192, 6.182, 3.080], [12.925, 7.688, 2.324], [12.217, 7.413, 3.925], [16.627, 9.511, 3.791], [16.606, 12.101, 4.026], [12.307, 9.510, 4.070], [12.716, 16.232, 3.556], [10.774, 17.865, 4.097], [8.552, 16.829, 4.695], [8.134, 14.570, 4.876], [5.901, 11.081, 3.526], [7.305, 10.959, 3.993], [8.132, 11.973, 3.810], [7.643, 13.057, 3.088], [8.088, 9.801, 4.343], [7.534, 8.489, 4.542], [9.424, 10.052, 4.451], [10.234, 9.113, 4.739], [5.427, 10.137, 3.575], [5.853, 11.416, 2.461], [5.399, 11.843, 4.060], [8.338, 13.766, 3.298], [6.684, 8.592, 5.237], [8.250, 7.741, 4.992], [7.106, 8.063, 3.614]],
  "lowdin_charge": [1.256, -0.070, -0.522, -0.024, -0.029, -0.071, 0.096, -0.010, -0.376, 1.219, -0.441, -0.088, -0.197, 0.065, -0.223, -0.013, -0.023, 0.004, -0.101, -0.218, 0.107, 0.111, 0.110, 0.087, 0.094, 0.109, 0.085, 0.107, 0.075, 0.112, 0.140, 0.079, 0.149, 0.140, 0.130, 0.138, 0.027, -0.234, -0.150, -0.007, -0.231, -0.004, -0.213, 0.083, 0.079, 0.125, 0.090, 0.067, 0.119, 0.117, 0.123]
}